Here is a 3-piece molecular cluster, C3H12N2O overall at a distorted geometry from the Open Molecules 2025 dataset. Energies are from ωB97M-V/def2-TZVPD.

XYZ file:
```
18
C3H12N2O (ωB97M-V/def2-TZVPD)
C 0.5665 0.6531 -1.3258
C 1.7404 0.1296 -0.6270
N 0.1299 -2.2147 0.1728
O -0.9147 -1.5103 -0.3310
H -0.1220 -2.7323 1.0169
H 0.5175 -2.8582 -0.5176
H -0.0502 -0.0344 -1.8854
H 0.5365 1.6945 -1.6237
H 2.3326 0.9041 -0.1384
H 1.4266 -0.6648 0.0948
H 2.3884 -0.4265 -1.3186
C -1.2663 1.4906 0.6580
N -1.4829 0.4061 1.5351
H -0.7563 0.3254 2.2356
H -1.5294 -0.4688 0.9862
H -2.1437 1.7056 0.0444
H -0.9184 2.3956 1.1584
H -0.4544 1.2055 -0.1348
```

## Properties
* HOMO-LUMO gap (alpha / beta): 9.147 / 5.869 eV
* spin multiplicity: 1
* total energy: -8327.6805 eV
* E_HOMO (alpha / beta): -8.468 / -6.679 eV
* relative energy (zero: lowest compared OMol25 entry of this formula, charge and spin): 5.642 eV
* charge: 0

Here are the natural (NBO) charges for atoms 1 to 6, given in e: C -0.33; C -0.70; N -0.41; O -0.39; H 0.35; H 0.35